# 1
Molecular formula: C14H20N2OS
Method: DFT, the ωB97M-V functional and the def2-TZVPD basis

As for the maximum force: 0.6 eV/A. The HOMO energy comes out at -0.2920 Ha. The value obtained for the energy above the lowest of the compared OMol25 structures with the same formula, charge and spin is 0.6862 eV. The gap between HOMO and LUMO comes out at 8.6 eV.

Structure (XYZ):
```
38
Properties=species:S:1:pos:R:3:lowdin_charge:R:1
C 1.834 1.070 2.604 -0.073
N 2.416 2.078 1.745 -0.231
C 1.595 3.244 1.538 -0.179
C 0.290 3.073 0.705 -0.061
C -0.038 1.658 0.266 -0.482
O -1.122 1.149 0.492 0.051
N 0.918 1.000 -0.433 -0.064
C 0.644 -0.360 -0.847 -0.214
C -0.167 -0.378 -2.140 -0.450
S -0.552 -2.072 -2.673 0.944
C -1.820 -2.627 -1.562 -0.527
C -2.436 -1.833 -0.606 -0.092
C -3.422 -2.382 0.198 -0.079
C -3.801 -3.705 0.055 -0.099
C -3.185 -4.492 -0.906 -0.094
C -2.199 -3.958 -1.710 -0.132
C 2.207 1.587 -0.710 -0.126
C 3.089 1.606 0.554 -0.163
H 2.575 0.293 2.788 0.087
H 0.923 0.598 2.216 0.079
H 1.589 1.538 3.558 0.089
H 1.325 3.618 2.529 0.116
H 2.229 3.999 1.065 0.118
H -0.568 3.414 1.285 0.117
H 0.339 3.688 -0.198 0.116
H 1.586 -0.894 -0.986 0.123
H 0.073 -0.855 -0.056 0.115
H -1.096 0.179 -2.027 0.078
H 0.406 0.050 -2.964 0.075
H -2.173 -0.798 -0.460 0.076
H -3.893 -1.758 0.943 0.106
H -4.570 -4.121 0.688 0.098
H -3.474 -5.526 -1.028 0.102
H -1.712 -4.561 -2.461 0.096
H 2.072 2.606 -1.084 0.119
H 2.697 1.008 -1.495 0.126
H 3.469 0.603 0.754 0.117
H 3.947 2.263 0.363 0.118
```

# 2
Molecular formula: C45H49BBrIInN10S3Se
Method: DFT, the ωB97M-V functional and the def2-TZVPD basis

As for the maximum force: 0.7 eV/A. The HOMO energy comes out at -0.5563 Ha. The gap between HOMO and LUMO comes out at 7.1 eV. Its net charge is +3.

Structure (XYZ):
```
112
Properties=species:S:1:pos:R:3:lowdin_charge:R:1
In 1.172 -1.172 1.899 0.208
C -3.735 -2.398 1.065 -0.042
C -3.077 -1.308 0.277 -0.241
C -3.783 -0.256 -0.235 0.111
C -3.147 0.747 -0.999 -0.161
N -1.873 0.648 -1.278 0.207
N -1.177 -0.382 -0.780 0.046
B 0.205 -0.352 -1.426 -0.656
N 0.746 1.045 -1.625 0.040
N 0.760 1.444 -2.904 0.211
C 1.157 2.664 -3.165 -0.165
C 1.598 3.507 -2.116 0.108
C 1.594 3.090 -0.817 -0.219
C 2.063 3.969 0.301 -0.037
C 1.116 1.774 -0.571 -0.508
S 0.907 1.256 1.072 0.743
C 1.068 3.117 -4.615 -0.538
C 1.776 4.455 -4.831 -0.045
C 1.695 2.058 -5.529 -0.031
C -0.427 3.265 -4.950 -0.023
N 1.250 -1.449 -1.316 0.105
N 0.569 -1.407 -2.476 0.252
C 0.783 -2.220 -3.475 -0.085
C 1.871 -3.120 -3.272 0.115
C 2.620 -3.140 -2.129 -0.181
C 3.783 -4.059 -1.958 -0.025
C 2.264 -2.242 -1.045 -0.618
S 3.056 -2.197 0.456 0.790
C -0.099 -2.206 -4.698 -0.522
C 0.774 -2.004 -5.946 -0.003
C -1.151 -1.102 -4.590 -0.027
C -0.790 -3.583 -4.759 -0.009
C -1.678 -1.325 0.029 -0.565
S -0.660 -2.546 0.732 0.746
C -3.862 1.956 -1.586 -0.534
C -3.916 1.767 -3.112 -0.021
C -5.280 2.090 -1.031 -0.040
C -3.059 3.222 -1.249 -0.025
H -4.809 -2.233 1.123 0.100
H -3.330 -2.439 2.077 0.051
H -3.553 -3.371 0.607 0.097
H -4.847 -0.193 -0.051 0.135
H 1.957 4.500 -2.349 0.130
H 2.422 4.920 -0.086 0.098
H 2.871 3.487 0.853 0.085
H 1.257 4.162 1.011 0.094
H 2.831 4.412 -4.549 0.100
H 1.294 5.271 -4.288 0.093
H 1.732 4.707 -5.890 0.102
H 2.767 1.957 -5.344 0.100
H 1.559 2.353 -6.570 0.103
H 1.220 1.088 -5.384 0.046
H -0.913 3.992 -4.292 0.094
H -0.943 2.307 -4.855 0.064
H -0.537 3.616 -5.977 0.102
H 2.114 -3.812 -4.067 0.143
H 3.852 -4.769 -2.778 0.101
H 3.709 -4.601 -1.014 0.091
H 4.711 -3.482 -1.916 0.112
H 1.261 -1.028 -5.940 0.079
H 0.141 -2.064 -6.832 0.108
H 1.543 -2.774 -6.041 0.092
H -0.695 -0.118 -4.464 0.059
H -1.834 -1.282 -3.753 0.089
H -1.748 -1.089 -5.502 0.109
H -0.073 -4.398 -4.872 0.094
H -1.451 -3.603 -5.626 0.107
H -1.393 -3.768 -3.867 0.097
H -4.477 0.869 -3.380 0.097
H -2.910 1.691 -3.529 0.063
H -4.416 2.623 -3.567 0.102
H -5.922 1.260 -1.335 0.095
H -5.728 3.002 -1.424 0.103
H -5.287 2.165 0.060 0.086
H -2.037 3.149 -1.625 0.067
H -3.024 3.390 -0.170 0.075
H -3.536 4.087 -1.711 0.101
Se 4.533 -2.858 8.776 1.251
N 3.279 -3.662 7.828 -0.204
C 3.110 -2.944 6.747 -0.338
C 2.167 -3.290 5.690 -0.057
C 1.374 -4.438 5.734 0.061
C 0.531 -4.717 4.682 0.012
C 0.495 -3.843 3.604 -0.112
N 1.244 -2.742 3.555 0.002
C 2.069 -2.453 4.581 -0.132
C 2.883 -1.237 4.480 -0.124
N 2.715 -0.458 3.391 0.011
C 3.474 0.624 3.228 -0.100
C 4.436 0.997 4.155 0.011
C 4.602 0.229 5.285 0.062
C 3.814 -0.912 5.461 -0.057
C 3.933 -1.776 6.627 -0.338
N 4.767 -1.554 7.610 -0.204
H 1.446 -5.089 6.597 0.139
H -0.096 -5.597 4.679 0.131
H -0.156 -4.033 2.764 0.068
H 3.295 1.207 2.336 0.075
H 5.033 1.882 3.983 0.129
H 5.333 0.480 6.044 0.139
Br -3.368 2.504 3.036 0.739
C -3.017 1.953 4.809 -0.730
C -3.561 2.692 5.849 -0.107
C -3.322 2.321 7.164 -0.042
C -2.539 1.213 7.453 -0.054
C -1.988 0.465 6.422 -0.146
C -2.238 0.843 5.113 -0.673
I -1.472 -0.380 3.582 1.112
H -4.169 3.557 5.622 0.113
H -3.756 2.904 7.965 0.124
H -2.358 0.923 8.479 0.120
H -1.381 -0.403 6.638 0.096
```

# 3
Molecular formula: C30H32BrGeN2OS3SeZn
Method: DFT, the ωB97M-V functional and the def2-TZVPD basis

As for the maximum force: 0.3 eV/A. The HOMO energy comes out at -0.3869 Ha. The value obtained for the energy above the lowest of the compared OMol25 structures with the same formula, charge and spin is 0.0000 eV. The gap between HOMO and LUMO comes out at 6.4 eV. Its net charge is +1.

Structure (XYZ):
```
72
Properties=species:S:1:pos:R:3:lowdin_charge:R:1
Zn -0.691 0.828 -0.012 0.578
Br -0.003 -6.449 -0.784 0.799
C -0.661 -4.709 -0.508 -0.682
C -1.930 -4.532 0.030 -0.100
C -2.414 -3.254 0.237 -0.002
C -1.632 -2.149 -0.084 -0.255
C -0.371 -2.344 -0.628 -0.039
C 0.123 -3.618 -0.845 -0.096
N -2.041 -0.805 0.096 0.061
C -3.211 -0.441 0.436 -0.026
C -3.526 0.997 0.555 -0.239
C -4.794 1.441 0.870 0.012
C -5.027 2.811 0.916 -0.016
C -3.987 3.682 0.637 -0.011
C -2.739 3.153 0.335 -0.068
N -2.519 1.843 0.306 0.046
H -2.533 -5.393 0.283 0.111
H -3.405 -3.140 0.659 0.112
H 0.220 -1.484 -0.926 0.075
H 1.101 -3.762 -1.282 0.114
H -4.020 -1.145 0.620 0.135
H -5.586 0.731 1.069 0.126
H -6.011 3.189 1.161 0.124
H -4.132 4.753 0.648 0.121
H -1.893 3.786 0.095 0.133
C 0.222 -1.981 5.633 -0.216
Ge 1.583 -1.631 4.283 0.767
C 2.746 -0.164 4.839 -0.225
C 2.621 -3.223 3.854 -0.216
C 0.602 -1.165 2.611 -0.568
Se 0.475 0.745 2.231 0.963
C 2.279 1.025 1.572 -0.331
H 0.672 -2.028 6.624 0.025
H -0.283 -2.927 5.439 0.023
H -0.524 -1.184 5.637 0.022
H 2.876 -0.213 5.920 0.027
H 2.322 0.811 4.599 0.002
H 3.731 -0.246 4.378 0.026
H 3.186 -3.560 4.724 0.026
H 3.326 -3.004 3.051 0.023
H 1.971 -4.037 3.532 0.023
H -0.427 -1.521 2.687 0.012
H 1.053 -1.645 1.742 0.011
H 2.977 0.771 2.364 0.014
H 2.358 2.077 1.309 0.041
H 2.443 0.430 0.680 0.016
O 0.595 1.724 -0.997 -0.276
C 0.830 1.544 -2.373 -0.577
C 2.254 1.005 -2.535 -0.484
C 2.745 -0.170 -2.042 -0.179
C 4.118 -0.379 -2.347 -0.173
C 4.639 0.648 -3.073 -0.397
S 3.476 1.859 -3.382 1.099
C 0.715 2.894 -3.073 -0.510
C 1.230 4.072 -2.623 -0.145
C 0.998 5.156 -3.515 -0.174
C 0.311 4.774 -4.626 -0.402
S -0.069 3.108 -4.590 1.071
C -0.178 0.579 -2.993 -0.518
C -1.537 0.716 -2.973 -0.184
C -2.220 -0.314 -3.676 -0.171
C -1.357 -1.203 -4.240 -0.387
S 0.273 -0.801 -3.917 1.090
H 2.139 -0.876 -1.489 0.087
H 4.687 -1.246 -2.044 0.104
H 5.648 0.757 -3.439 0.069
H 1.762 4.152 -1.685 0.119
H 1.332 6.169 -3.341 0.104
H 0.005 5.384 -5.461 0.068
H -2.035 1.584 -2.556 0.111
H -3.295 -0.378 -3.772 0.105
H -1.595 -2.075 -4.829 0.072
```